No. 1
{
  "formula": "C32H18IrN10O7S2Se",
  "method": "ωB97M-V with the def2-TZVPD basis set",
  "symbols": ["Ir", "S", "N", "C", "C", "C", "C", "C", "N", "C", "C", "N", "C", "C", "C", "C", "C", "N", "H", "H", "H", "H", "H", "H", "O", "C", "O", "C", "C", "C", "C", "C", "C", "O", "N", "O", "O", "N", "O", "O", "H", "H", "N", "C", "N", "C", "C", "C", "C", "C", "C", "S", "H", "H", "H", "H", "H", "H", "Se", "N", "C", "C", "C", "C", "C", "C", "N", "H", "H", "H", "H"],
  "xyz": [[-0.362, -0.476, 0.600], [-3.917, 6.079, 0.649], [-3.321, 5.194, 1.858], [-2.653, 4.169, 1.356], [-2.018, 3.118, 2.090], [-1.979, 3.023, 3.484], [-1.395, 1.908, 4.050], [-0.879, 0.906, 3.235], [-0.886, 0.991, 1.911], [-1.437, 2.082, 1.334], [-1.414, 2.095, -0.106], [-0.814, 1.049, -0.673], [-0.575, 1.055, -2.091], [-1.473, 1.977, -2.848], [-2.142, 2.977, -2.248], [-2.053, 3.128, -0.831], [-2.670, 4.160, -0.083], [-3.355, 5.195, -0.566], [-2.418, 3.811, 4.075], [-1.357, 1.789, 5.120], [-0.463, 0.003, 3.652], [-0.668, 0.032, -2.475], [-1.562, 1.790, -3.905], [-2.773, 3.660, -2.792], [-1.256, -3.970, 2.672], [-1.292, -3.190, 1.739], [-0.946, -1.951, 1.917], [-1.704, -3.655, 0.373], [-2.476, -4.796, 0.301], [-2.827, -5.340, -0.929], [-2.377, -4.757, -2.106], [-1.624, -3.602, -2.051], [-1.258, -2.989, -0.808], [-0.534, -1.933, -0.817], [-1.196, -3.017, -3.292], [-1.085, -3.752, -4.243], [-0.981, -1.817, -3.316], [-3.648, -6.536, -0.988], [-3.907, -6.966, -2.087], [-4.011, -7.006, 0.064], [-2.795, -5.262, 1.223], [-2.625, -5.199, -3.062], [1.188, -2.340, 3.572], [1.982, -1.433, 3.028], [1.634, -0.508, 2.168], [2.639, 0.411, 1.971], [2.544, 1.597, 1.250], [3.634, 2.445, 1.201], [4.819, 2.136, 1.865], [4.933, 0.971, 2.598], [3.841, 0.122, 2.647], [3.663, -1.341, 3.576], [0.231, -2.444, 3.238], [1.556, -3.027, 4.207], [1.607, 1.845, 0.769], [3.562, 3.370, 0.651], [5.649, 2.824, 1.829], [5.833, 0.729, 3.140], [2.921, -1.619, -0.640], [1.631, -0.368, -0.790], [1.827, 0.344, -1.859], [0.942, 1.459, -2.291], [1.295, 1.981, -3.642], [2.447, 1.643, -4.273], [3.339, 0.681, -3.771], [3.016, -0.008, -2.598], [3.711, -1.018, -2.074], [1.107, 2.292, -1.588], [0.637, 2.721, -4.064], [2.697, 2.125, -5.207], [4.245, 0.432, -4.299]],
  "atomic_forces_ev_per_a": [[-0.33, -2.04, -0.14], [0.58, -0.85, -0.02], [0.14, -0.11, 0.69], [-0.58, 0.88, -0.91], [0.49, -0.90, 0.24], [0.07, -0.12, -0.35], [-0.07, 0.04, -0.16], [0.05, -0.13, 0.43], [-0.08, 0.35, -0.18], [-0.36, 0.53, 0.55], [0.11, -0.20, -0.21], [-0.18, 0.47, 0.68], [0.41, -0.15, -0.71], [-0.05, -0.17, 0.26], [0.01, 0.13, 0.10], [0.33, -0.55, -0.51], [-0.56, 0.87, 0.93], [0.05, -0.09, -0.80], [-0.02, 0.05, 0.12], [0.04, -0.06, 0.09], [0.07, -0.08, 0.01], [-0.11, 0.15, 0.16], [0.01, 0.07, -0.16], [-0.06, 0.06, -0.14], [-0.11, 0.22, -0.10], [-0.27, -1.47, -0.44], [0.55, 2.02, -0.06], [0.34, 0.54, -0.27], [-0.17, -0.32, -0.18], [0.65, 0.92, 0.07], [-0.15, -0.20, 0.08], [-0.10, -0.07, 1.27], [-1.22, -1.51, 0.09], [0.95, 1.84, 0.43], [0.08, 0.03, -0.24], [0.07, -0.11, -0.36], [-0.03, 0.25, -0.40], [0.10, 0.16, -0.02], [-0.19, -0.29, -0.37], [-0.20, -0.26, 0.33], [0.01, -0.06, -0.05], [0.02, 0.03, 0.04], [-0.38, -0.38, 0.03], [0.85, 0.17, 0.44], [-1.02, -0.27, -0.35], [0.96, 0.47, 0.35], [-0.07, -0.18, 0.15], [0.04, 0.03, 0.00], [0.03, 0.08, -0.06], [-0.11, -0.13, 0.00], [-0.36, 0.14, -0.16], [-0.39, 0.05, -0.24], [0.17, -0.06, 0.12], [0.00, 0.00, -0.06], [0.00, 0.08, -0.09], [0.00, 0.11, -0.05], [0.08, 0.05, -0.05], [0.14, 0.04, 0.03], [-0.18, 0.01, 0.26], [-0.75, 0.33, 0.01], [0.30, -0.56, 0.55], [-0.40, 0.16, 0.31], [0.01, -0.08, -0.09], [0.01, 0.02, -0.08], [0.33, 0.17, -0.57], [0.15, -0.91, 0.97], [0.30, 0.53, -1.01], [-0.01, 0.06, 0.04], [-0.03, 0.17, -0.10], [-0.03, 0.05, -0.10], [0.07, -0.03, -0.04]],
  "nbo_charge": [1.503, 1.018, -0.587, 0.131, -0.078, -0.096, -0.207, 0.096, -0.438, 0.237, 0.148, -0.401, -0.142, -0.084, -0.222, 0.059, 0.066, -0.585, 0.258, 0.251, 0.243, 0.309, 0.245, 0.255, -0.604, 0.786, -0.794, -0.284, -0.074, -0.034, -0.107, -0.079, 0.481, -0.718, 0.539, -0.344, -0.420, 0.536, -0.365, -0.362, 0.277, 0.283, -0.782, 0.324, -0.632, 0.201, -0.267, -0.192, -0.213, -0.199, -0.240, 0.373, 0.450, 0.418, 0.196, 0.220, 0.230, 0.233, 0.997, -0.675, 0.196, -0.285, -0.148, -0.215, -0.168, 0.148, -0.610, 0.246, 0.220, 0.238, 0.238],
  "charge": 1,
  "lumo_ev": [-4.3, -5.9],
  "s_squared": 6.101,
  "spin_multiplicity": 5,
  "homo_ha": [-0.37732, -0.40663],
  "gap_ev": [5.953, 5.164]
}

No. 2
{
  "formula": "C8H13F6N3O9S2Te4V",
  "method": "ωB97M-V with the def2-TZVPD basis set",
  "symbols": ["V", "Te", "Te", "Te", "Te", "F", "C", "F", "F", "S", "O", "O", "N", "S", "O", "O", "C", "F", "F", "F", "C", "C", "C", "O", "C", "O", "O", "H", "H", "H", "H", "H", "H", "H", "C", "O", "C", "O", "N", "N", "H", "H", "H", "H", "H", "H"],
  "xyz": [[0.359, -0.508, -0.023], [2.390, 0.493, -1.928], [2.962, -0.973, -4.062], [1.909, -3.469, -3.361], [1.581, -3.151, -0.724], [-2.812, 4.141, 1.093], [-1.535, 3.706, 1.019], [-0.859, 4.612, 0.298], [-1.048, 3.715, 2.263], [-1.462, 2.024, 0.251], [-2.325, 1.283, 1.195], [-2.155, 2.293, -1.020], [-0.029, 1.601, 0.135], [1.734, 2.278, 1.526], [1.243, 1.994, 2.854], [1.844, 3.690, 1.219], [4.340, 0.245, -0.969], [5.321, 0.767, -1.750], [4.370, 0.918, 0.186], [4.679, -1.019, -0.727], [-0.652, -2.740, 3.105], [-0.319, -1.284, 2.805], [-0.824, -0.351, 3.892], [-0.966, -0.963, 1.554], [1.225, -1.158, 2.666], [1.895, -1.423, 3.658], [1.668, -0.840, 1.506], [-1.730, -2.851, 3.244], [-0.123, -3.058, 4.003], [-0.341, -3.369, 2.268], [-1.902, -0.485, 4.027], [-0.620, 0.686, 3.631], [-0.308, -0.584, 4.823], [-1.523, -0.143, 1.623], [-1.904, -2.535, -3.355], [-1.545, -1.207, -3.771], [-1.143, -0.420, -2.782], [-1.091, -0.793, -1.613], [-0.783, 0.832, -3.118], [-0.968, 1.331, -4.414], [-1.154, -2.952, -2.687], [-1.961, -3.117, -4.270], [-2.873, -2.508, -2.853], [-0.797, 1.480, -2.326], [-0.097, 1.750, -4.716], [-1.672, 2.061, -4.373]],
  "atomic_forces_ev_per_a": [[0.16, -0.24, -0.37], [-0.06, 0.28, 0.21], [0.03, -0.04, -0.13], [-0.13, 0.08, 0.10], [0.06, -0.18, 0.02], [-0.02, -0.01, 0.00], [0.03, 0.03, -0.04], [0.01, 0.02, -0.01], [0.01, 0.02, 0.01], [-0.33, 0.07, -0.29], [0.07, -0.03, 0.04], [0.05, 0.01, 0.03], [0.19, -0.12, 0.19], [-0.03, 0.05, 0.00], [-0.02, 0.00, 0.03], [0.05, 0.01, -0.06], [-0.01, -0.08, -0.12], [0.01, -0.01, 0.00], [0.01, 0.00, 0.04], [0.01, 0.01, 0.02], [0.03, 0.00, -0.02], [0.01, 0.03, -0.01], [-0.02, -0.04, 0.01], [-0.05, 0.04, -0.01], [-0.04, -0.05, 0.04], [0.01, 0.00, -0.01], [-0.02, 0.14, 0.16], [0.00, 0.00, 0.00], [0.00, 0.00, 0.00], [-0.02, -0.01, 0.01], [0.00, 0.00, 0.00], [0.01, 0.02, -0.01], [0.00, 0.01, 0.00], [0.03, -0.04, -0.03], [-0.01, 0.01, -0.03], [-0.02, 0.02, 0.03], [-0.11, 0.07, 0.20], [0.01, -0.20, -0.01], [0.28, 0.09, -0.03], [-0.07, 0.07, -0.02], [0.02, 0.02, 0.02], [-0.01, 0.01, -0.01], [0.02, -0.01, 0.01], [-0.12, -0.01, 0.02], [0.02, -0.04, 0.00], [-0.01, -0.01, 0.01]],
  "nbo_charge": [0.865, 0.381, -0.158, -0.164, -0.366, -0.344, 0.702, -0.330, -0.324, 2.225, -1.015, -1.031, -1.410, 1.766, -0.921, -0.936, 0.788, -0.361, -0.329, -0.323, -0.606, 0.138, -0.629, -0.796, 0.779, -0.697, -0.807, 0.192, 0.221, 0.218, 0.190, 0.253, 0.226, 0.528, -0.256, -0.489, 0.911, -0.700, -0.485, -0.636, 0.226, 0.183, 0.177, 0.447, 0.351, 0.348],
  "charge": -2,
  "lumo_ev": [3.7, 3.7],
  "s_squared": 3.758,
  "spin_multiplicity": 4,
  "homo_ha": [-0.06031, -0.06832],
  "gap_ev": [5.308, 5.520]
}

No. 3
{
  "formula": "C24H26EuN6O2",
  "method": "ωB97M-V with the def2-TZVPD basis set",
  "symbols": ["Eu", "O", "C", "N", "C", "C", "C", "C", "C", "C", "N", "C", "O", "C", "C", "C", "C", "C", "N", "C", "C", "C", "C", "C", "N", "H", "H", "H", "H", "H", "H", "H", "H", "H", "H", "H", "H", "C", "C", "N", "C", "C", "C", "C", "N", "H", "H", "H", "H", "H", "H", "H", "H", "H", "H", "H", "H", "H", "H"],
  "xyz": [[0.213, -1.053, -0.637], [2.938, -0.885, 2.577], [2.237, -1.357, 1.692], [2.179, -1.084, 0.380], [3.054, -0.197, -0.279], [4.216, 0.330, 0.283], [5.049, 1.147, -0.461], [4.728, 1.471, -1.768], [3.575, 0.967, -2.348], [2.739, 0.122, -1.630], [1.610, -0.490, -2.259], [0.741, 0.321, -2.858], [0.718, 1.558, -2.868], [-0.434, -0.409, -3.498], [-0.841, -0.103, -4.790], [-1.964, -0.724, -5.307], [-2.653, -1.626, -4.507], [-2.204, -1.852, -3.220], [-1.113, -1.268, -2.706], [1.244, -2.458, 2.069], [1.521, -3.221, 3.202], [0.637, -4.209, 3.595], [-0.505, -4.414, 2.831], [-0.707, -3.625, 1.714], [0.134, -2.655, 1.324], [4.457, 0.087, 1.304], [5.954, 1.522, -0.011], [5.378, 2.108, -2.345], [3.320, 1.202, -3.371], [-0.274, 0.618, -5.357], [-2.295, -0.513, -6.310], [-3.535, -2.127, -4.869], [-2.735, -2.535, -2.565], [2.429, -3.016, 3.749], [0.829, -4.809, 4.471], [-1.230, -5.164, 3.103], [-1.587, -3.771, 1.094], [-2.882, -0.285, 0.614], [-1.987, 0.388, 1.667], [-1.775, 1.796, 1.382], [-2.520, 2.742, 2.191], [-1.864, 2.957, 3.551], [-0.853, 2.153, 0.476], [-0.568, 3.603, 0.234], [-0.236, 1.229, -0.206], [-2.992, -1.346, 0.841], [-2.479, -0.151, -0.403], [-3.873, 0.169, 0.625], [-0.997, -0.113, 1.723], [-2.459, 0.309, 2.649], [-3.529, 2.348, 2.322], [-2.604, 3.687, 1.660], [-1.805, 2.023, 4.103], [-2.439, 3.667, 4.136], [-0.853, 3.337, 3.435], [-1.423, 4.079, -0.246], [0.290, 3.692, -0.431], [-0.350, 4.141, 1.152], [0.374, 1.688, -0.898]],
  "atomic_forces_ev_per_a": [[-3.78, -1.71, 1.62], [0.27, 0.02, 0.55], [-0.16, -0.07, -1.02], [1.99, -0.17, 1.00], [-0.08, -0.11, -0.16], [0.08, 0.08, 0.04], [-0.09, -0.02, -0.05], [0.04, 0.05, -0.08], [0.04, -0.10, 0.19], [0.14, -0.08, 0.13], [1.39, 0.70, -1.42], [0.51, -0.17, -0.45], [-0.13, 0.44, -0.56], [-0.27, 0.00, 0.35], [-0.08, -0.02, 0.02], [0.23, -0.08, 0.28], [-0.01, 0.12, 0.04], [0.16, 0.04, -0.01], [-0.32, 0.00, -1.53], [-0.20, -0.08, 0.17], [-0.08, -0.02, 0.03], [-0.03, 0.17, -0.32], [0.00, 0.05, 0.05], [0.11, 0.22, -0.09], [0.45, -0.65, 0.93], [-0.02, -0.02, 0.03], [0.14, 0.10, 0.05], [0.11, 0.11, -0.09], [-0.01, 0.03, -0.03], [0.03, 0.07, -0.02], [-0.05, 0.02, -0.15], [-0.12, -0.09, -0.02], [0.00, 0.00, 0.01], [0.00, 0.11, 0.00], [0.03, -0.05, 0.07], [-0.08, -0.10, -0.03], [0.00, 0.01, 0.03], [0.26, 0.19, 0.03], [0.28, -0.38, -0.42], [-0.35, -0.03, 0.35], [0.23, 0.06, 0.24], [-0.17, 0.04, -0.15], [0.64, -0.70, -0.78], [-0.01, 0.17, -0.10], [-0.22, 1.81, 0.35], [-0.01, -0.06, -0.07], [-0.09, -0.08, 0.32], [-0.07, -0.01, 0.00], [-0.52, 0.21, 0.11], [0.12, -0.02, -0.04], [-0.05, 0.06, -0.05], [-0.07, -0.01, -0.03], [0.01, -0.12, 0.10], [-0.06, 0.10, 0.16], [0.13, 0.07, -0.02], [-0.06, 0.08, -0.03], [-0.09, -0.02, 0.04], [-0.01, 0.04, 0.13], [-0.16, -0.23, 0.29]],
  "mulliken_spin": [6.954, 0.002, 0.000, 0.005, -0.008, -0.002, 0.001, -0.001, -0.002, 0.002, -0.002, -0.008, 0.009, 0.000, 0.000, 0.005, -0.001, -0.003, 0.010, 0.001, -0.001, 0.003, -0.001, -0.004, 0.014, 0.000, 0.000, 0.000, 0.000, 0.000, 0.001, 0.000, -0.001, 0.000, 0.000, 0.000, 0.001, 0.011, -0.002, -0.001, 0.000, 0.000, 0.012, 0.000, -0.005, -0.002, 0.002, 0.000, 0.014, 0.000, 0.000, 0.000, 0.000, 0.000, 0.000, 0.000, 0.000, 0.000, -0.006],
  "charge": 0,
  "lumo_ev": [0.3, 0.3],
  "s_squared": 15.760,
  "spin_multiplicity": 8,
  "homo_ha": [-0.21290, -0.25004],
  "gap_ev": [6.077, 7.068]
}

No. 4
{
  "formula": "C5H13N2O",
  "method": "ωB97M-V with the def2-TZVPD basis set",
  "symbols": ["N", "C", "C", "N", "C", "C", "C", "O", "H", "H", "H", "H", "H", "H", "H", "H", "H", "H", "H", "H", "H"],
  "xyz": [[-2.213, -2.050, -1.190], [-1.663, -1.363, -0.142], [-0.506, -0.729, -0.087], [0.436, -0.906, -1.185], [0.052, -0.201, 1.226], [0.376, 1.327, 1.302], [1.615, 1.802, 0.542], [1.508, 1.857, -0.929], [-1.631, -2.586, -1.842], [-3.198, -2.004, -1.252], [-2.379, -1.136, 0.572], [-0.002, -1.146, -2.058], [0.905, 0.010, -1.317], [1.097, -1.630, -0.988], [0.844, -0.835, 1.567], [-0.757, -0.381, 1.939], [-0.566, 1.843, 1.139], [0.660, 1.569, 2.344], [2.399, 1.077, 0.699], [1.924, 2.795, 0.876], [1.098, 2.687, -1.215]],
  "atomic_forces_ev_per_a": [[1.91, -0.31, -0.17], [-0.64, 0.17, -2.11], [0.79, -0.31, 1.47], [0.08, 1.09, 0.02], [-0.99, 1.08, -0.55], [0.55, -0.78, 0.59], [-0.79, 0.44, -1.29], [-0.41, -0.57, 0.65], [-1.06, 0.40, 0.43], [-0.72, -0.54, -0.46], [-0.98, 0.23, 1.73], [-0.54, 0.00, -0.53], [0.41, 0.17, -0.10], [0.94, -0.52, 0.18], [0.89, -0.25, 0.18], [0.10, 0.04, 0.01], [0.17, 0.46, -0.44], [-0.31, -0.33, -0.22], [0.45, -0.01, 0.24], [0.07, -0.21, 0.14], [0.08, -0.25, 0.24]],
  "nbo_charge": [-0.811, 0.055, -0.003, -0.691, -0.431, -0.438, -0.074, -0.776, 0.393, 0.419, 0.215, 0.429, 0.480, 0.426, 0.215, 0.245, 0.224, 0.238, 0.183, 0.204, 0.495],
  "charge": 1,
  "lumo_ev": -3.3,
  "spin_multiplicity": 1,
  "homo_ha": -0.47037,
  "gap_ev": 9.549,
  "smiles": "N/C=C(\\[NH3+])CCCO"
}

| no. | energy (a.u.) |
| --- | --- |
| 1 | -5606.2260 |
| 2 | -4565.9534 |
| 3 | -2119.5606 |
| 4 | -382.7963 |